Record 1
A cluster of 8 separate species, C26H73N5O11 in total. Source: the Open Molecules 2025 dataset; level of theory: ωB97M-V/def2-TZVPD.

HOMO level, eV: -8.627
HOMO-LUMO gap, eV: 9.103
Energy above the lowest of the compared OMol25 structures with the same formula, charge and spin, kJ/mol: 0.00

Last columns: bonded neighbours and bond lengths (Å).
Cartesian coordinates (Å):
1 C -3.22 2.28 2.38  C2 1.530, O4 1.434, H5 1.091, H6 1.090
2 C -2.78 3.74 2.28  C1 1.530, O3 1.418, H7 1.093, H8 1.095
3 O -1.38 3.91 2.11  C2 1.418, H9 0.982
4 O -3.24 1.71 1.07  C1 1.434, H10 0.961
5 H -4.21 2.29 2.84  C1 1.091
6 H -2.46 1.81 3.01  C1 1.090
7 H -3.05 4.23 3.23  C2 1.093
8 H -3.29 4.22 1.45  C2 1.095
9 H -1.12 3.49 1.26  O3 0.982
10 H -4.15 1.72 0.75  O4 0.961
11 C 2.66 -0.03 -4.26  C12 1.514, O14 1.429, H15 1.091, H16 1.098
12 C 2.15 -0.90 -3.13  C11 1.514, O13 1.416, H17 1.095, H18 1.082
13 O 2.79 -0.76 -1.87  C12 1.416, H19 0.962
14 O 2.43 1.37 -4.06  C11 1.429, H20 0.964
15 H 2.14 -0.26 -5.19  C11 1.091
16 H 3.73 -0.16 -4.46  C11 1.098
17 H 2.25 -1.94 -3.48  C12 1.095
18 H 1.11 -0.69 -2.97  C12 1.082
19 H 3.74 -0.83 -1.88  O13 0.962
20 H 2.98 1.67 -3.33  O14 0.964
21 C 0.36 1.16 0.55  C22 1.505, O24 1.424, H25 1.099, H26 1.089
22 C 0.36 2.13 -0.60  C21 1.505, O23 1.424, H27 1.094, H28 1.094
23 O -0.67 3.10 -0.45  C22 1.424, H29 0.992
24 O -0.80 0.33 0.53  C21 1.424, H30 0.973
25 H 0.38 1.68 1.51  C21 1.099
26 H 1.23 0.51 0.58  C21 1.089
27 H 0.17 1.48 -1.46  C22 1.094
28 H 1.33 2.63 -0.68  C22 1.094
29 H -0.62 3.63 -1.29  O23 0.992
30 H -1.60 0.89 0.48  O24 0.973
31 C -1.28 4.01 -5.19  C32 1.542, H37 1.090, H38 1.092, H39 1.093
32 C -1.76 4.56 -3.84  C31 1.542, C33 1.519, N36 1.473, H40 1.090
33 C -2.92 3.75 -3.27  C32 1.519, O34 1.416, H41 1.096, H42 1.099
34 O -4.01 3.85 -4.17  C33 1.416, C35 1.398
35 C -5.17 3.26 -3.67  O34 1.398, H43 1.098, H44 1.088, H45 1.097
36 N -0.62 4.48 -2.91  C32 1.473, H46 1.019, H47 1.019
37 H -2.03 4.09 -5.98  C31 1.090
38 H -0.94 2.98 -5.11  C31 1.092
39 H -0.40 4.57 -5.50  C31 1.093
40 H -2.08 5.59 -4.03  C32 1.090
41 H -3.16 4.08 -2.25  C33 1.096
42 H -2.68 2.68 -3.20  C33 1.099
43 H -5.05 2.18 -3.52  C35 1.098
44 H -6.00 3.39 -4.36  C35 1.088
45 H -5.53 3.62 -2.69  C35 1.097
46 H 0.13 3.93 -3.33  N36 1.019
47 H -0.13 5.37 -2.83  N36 1.019
48 C 3.88 -1.15 1.56  C49 1.511, H54 1.095, H55 1.096, H56 1.088
49 C 4.37 -0.72 2.92  C48 1.511, C50 1.520, N53 1.483, H57 1.097
50 C 5.88 -0.58 3.02  C49 1.520, O51 1.414, H58 1.099, H59 1.095
51 O 6.50 -1.79 2.67  C50 1.414, C52 1.408
52 C 7.91 -1.67 2.64  O51 1.408, H60 1.100, H61 1.087, H62 1.097
53 N 3.71 0.59 3.17  C49 1.483, H63 1.027, H64 1.019
54 H 4.28 -2.14 1.32  C48 1.095
55 H 4.34 -0.58 0.74  C48 1.096
56 H 2.80 -1.04 1.51  C48 1.088
57 H 4.04 -1.48 3.64  C49 1.097
58 H 6.13 -0.37 4.07  C50 1.099
59 H 6.20 0.30 2.44  C50 1.095
60 H 8.28 -1.18 1.72  C52 1.100
61 H 8.30 -2.68 2.68  C52 1.087
62 H 8.27 -1.00 3.43  C52 1.097
63 H 2.71 0.40 3.25  N53 1.027
64 H 4.05 0.92 4.07  N53 1.019
65 C -3.36 -1.63 -1.25  C66 1.525, H71 1.088, H72 1.100, H73 1.092
66 C -2.79 -1.72 -2.66  C65 1.525, C67 1.531, N70 1.472, H74 1.096
67 C -3.15 -0.54 -3.56  C66 1.531, O68 1.411, H75 1.096, H76 1.094
68 O -4.53 -0.27 -3.62  C67 1.411, C69 1.408
69 C -5.24 -1.24 -4.35  O68 1.408, H77 1.090, H78 1.092, H79 1.096
70 N -1.32 -1.83 -2.62  C66 1.472, H80 1.021, H81 1.021
71 H -2.91 -2.28 -0.50  C65 1.088
72 H -4.41 -1.97 -1.26  C65 1.100
73 H -3.38 -0.59 -0.91  C65 1.092
74 H -3.12 -2.64 -3.15  C66 1.096
75 H -2.72 -0.73 -4.55  C67 1.096
76 H -2.69 0.37 -3.15  C67 1.094
77 H -6.30 -0.98 -4.45  C69 1.090
78 H -5.23 -2.23 -3.88  C69 1.092
79 H -4.85 -1.28 -5.37  C69 1.096
80 H -0.94 -0.96 -2.26  N70 1.021
81 H -1.07 -2.43 -1.84  N70 1.021
82 C 0.32 2.09 4.37  C83 1.516, H88 1.090, H89 1.095, H90 1.095
83 C 0.26 0.60 4.64  C82 1.516, C84 1.534, N87 1.469, H91 1.093
84 C -1.14 0.11 5.03  C83 1.534, O85 1.414, H92 1.090, H93 1.103
85 O -1.25 -1.30 5.05  C84 1.414, C86 1.410
86 C -0.44 -1.94 6.01  O85 1.410, H94 1.090, H95 1.093, H96 1.092
87 N 0.73 -0.09 3.43  C83 1.469, H97 1.020, H98 1.018
88 H 0.04 2.74 5.20  C82 1.090
89 H -0.19 2.41 3.46  C82 1.095
90 H 1.36 2.36 4.12  C82 1.095
91 H 1.02 0.38 5.40  C83 1.093
92 H -1.95 0.55 4.44  C84 1.090
93 H -1.38 0.47 6.04  C84 1.103
94 H -0.41 -3.00 5.76  C86 1.090
95 H -0.89 -1.86 7.00  C86 1.093
96 H 0.60 -1.61 5.99  C86 1.092
97 H 0.13 0.16 2.65  N87 1.020
98 H 0.58 -1.09 3.56  N87 1.018
99 C -0.30 -3.71 1.54  C100 1.534, H105 1.095, H106 1.092, H107 1.090
100 C 0.83 -3.44 0.54  C99 1.534, C101 1.509, N104 1.457, H108 1.100
101 C 1.10 -4.58 -0.41  C100 1.509, O102 1.426, H109 1.093, H110 1.098
102 O 1.55 -5.70 0.35  C101 1.426, C103 1.401
103 C 2.03 -6.73 -0.46  O102 1.401, H111 1.090, H112 1.095, H113 1.095
104 N 0.43 -2.28 -0.24  C100 1.457, H114 1.031, H115 1.021
105 H -1.15 -4.07 0.96  C99 1.095
106 H -0.68 -2.83 2.06  C99 1.092
107 H 0.03 -4.41 2.31  C99 1.090
108 H 1.71 -3.22 1.16  C100 1.100
109 H 1.87 -4.35 -1.15  C101 1.093
110 H 0.14 -4.83 -0.87  C101 1.098
111 H 2.39 -7.54 0.17  C103 1.090
112 H 2.87 -6.45 -1.11  C103 1.095
113 H 1.24 -7.15 -1.10  C103 1.095
114 H 1.19 -1.85 -0.79  N104 1.031
115 H 0.11 -1.49 0.33  N104 1.021

---

Record 2
A cluster of 8 separate species, C26H74N6O8 in total. Source: the Open Molecules 2025 dataset; level of theory: ωB97M-V/def2-TZVPD.

HOMO level, eV: -8.821
HOMO-LUMO gap, eV: 9.203
Energy above the lowest of the compared OMol25 structures with the same formula, charge and spin, kJ/mol: 1483.98

Last columns: bonded neighbours and bond lengths (Å).
Cartesian coordinates (Å):
1 C 1.32 1.21 -5.29  C2 1.638, H7 1.169, H8 1.098, H9 0.954
2 C 1.37 -0.43 -5.27  C1 1.638, C3 1.542, N6 1.388, H10 1.012
3 C 0.02 -0.96 -5.78  C2 1.542, O4 1.479, H11 1.249, H12 1.066
4 O -1.16 -0.74 -4.92  C3 1.479, C5 1.420
5 C -2.37 -1.15 -5.56  O4 1.420, H13 1.130, H14 1.031, H15 1.128
6 N 2.45 -0.72 -6.08  C2 1.388, H16 1.124, H17 1.051
7 H 1.09 1.51 -6.39  C1 1.169
8 H 2.19 1.72 -4.85  C1 1.098
9 H 0.74 1.35 -4.54  C1 0.954
10 H 1.34 -0.75 -4.31  C2 1.012
11 H 0.07 -2.18 -6.05  C3 1.249
12 H -0.40 -0.57 -6.68  C3 1.066
13 H -2.55 -0.61 -6.53  C5 1.130
14 H -3.23 -0.90 -5.05  C5 1.031
15 H -2.19 -2.26 -5.60  C5 1.128
16 H 2.12 -0.76 -7.16  N6 1.124
17 H 2.67 -1.71 -5.82  N6 1.051
18 C 1.01 1.45 4.20  C19 1.543, H24 1.232, H25 1.102, H26 1.190
19 C 0.46 0.02 4.12  C18 1.543, C20 1.541, N23 1.436, H27 1.023
20 C -0.93 0.10 3.45  C19 1.541, O21 1.431, H28 1.089, H29 1.110
21 O -1.79 0.75 4.39  C20 1.431, C22 1.376
22 C -3.12 0.85 4.05  O21 1.376, H30 0.998, H31 1.122, H32 1.082
23 N 1.37 -0.76 3.33  C19 1.436, H33 0.917, H34 1.017
24 H 0.30 2.25 4.81  C18 1.232
25 H 1.24 1.90 3.21  C18 1.102
26 H 2.03 1.14 4.73  C18 1.190
27 H 0.32 -0.45 5.02  C19 1.023
28 H -1.32 -0.92 3.44  C20 1.089
29 H -0.74 0.61 2.49  C20 1.110
30 H -3.42 -0.09 3.91  C22 0.998
31 H -3.24 1.32 3.04  C22 1.122
32 H -3.64 1.47 4.77  C22 1.082
33 H 1.38 -1.59 3.73  N23 0.917
34 H 2.30 -0.48 3.66  N23 1.017
35 C 2.67 0.37 -1.23  C36 1.522, H41 1.136, H42 0.978, H43 1.214
36 C 1.99 0.30 0.13  C35 1.522, C37 1.574, N40 1.414, H44 1.095
37 C 0.71 1.17 -0.10  C36 1.574, O38 1.454, H45 1.012, H46 1.010
38 O -0.34 0.41 -0.76  C37 1.454, C39 1.417
39 C -1.58 0.98 -1.16  O38 1.417, H47 1.144, H48 1.109, H49 1.140
40 N 1.60 -1.00 0.52  C36 1.414, H50 0.937, H51 0.962
41 H 2.10 -0.08 -2.12  C35 1.136
42 H 3.54 -0.06 -1.24  C35 0.978
43 H 2.79 1.55 -1.48  C35 1.214
44 H 2.55 0.84 0.90  C36 1.095
45 H 0.92 2.05 -0.56  C37 1.012
46 H 0.30 1.56 0.74  C37 1.010
47 H -2.33 0.33 -1.72  C39 1.144
48 H -1.37 1.87 -1.79  C39 1.109
49 H -2.21 1.50 -0.36  C39 1.140
50 H 0.79 -1.41 0.30  N40 0.937
51 H 1.65 -0.93 1.48  N40 0.962
52 C 6.05 -0.09 6.78  C53 1.569, H58 1.155, H59 1.118, H60 1.037
53 C 5.73 -1.29 5.82  C52 1.569, C54 1.537, N57 1.457, H61 1.056
54 C 5.64 -0.73 4.39  C53 1.537, O55 1.322, H62 1.134, H63 1.113
55 O 4.58 0.03 4.20  C54 1.322, C56 1.454
56 C 4.59 0.75 2.93  O55 1.454, H64 1.129, H65 1.013, H66 1.229
57 N 6.83 -2.23 5.91  C53 1.457, H67 1.112, H68 0.943
58 H 7.15 0.24 6.63  C52 1.155
59 H 6.01 -0.24 7.89  C52 1.118
60 H 5.27 0.58 6.60  C52 1.037
61 H 4.79 -1.72 6.04  C53 1.056
62 H 5.44 -1.61 3.69  C54 1.134
63 H 6.61 -0.30 4.07  C54 1.113
64 H 3.80 1.56 2.93  C56 1.129
65 H 4.44 0.24 2.07  C56 1.013
66 H 5.78 1.01 2.78  C56 1.229
67 H 6.53 -3.29 5.72  N57 1.112
68 H 6.88 -2.24 6.85  N57 0.943
69 C -6.09 1.69 0.04  C70 1.568, H75 1.013, H76 1.129, H77 0.985
70 C -5.94 3.06 -0.70  C69 1.568, C71 1.581, N74 1.395, H78 1.126
71 C -4.57 3.80 -0.46  C70 1.581, O72 1.430, H79 1.189, H80 1.101
72 O -4.47 4.02 0.95  C71 1.430, C73 1.500
73 C -3.11 4.61 1.22  O72 1.500, H81 1.097, H82 0.953, H83 1.026
74 N -6.23 2.94 -2.06  C70 1.395, H84 1.061, H85 1.097
75 H -5.47 1.05 -0.45  C69 1.013
76 H -7.14 1.30 0.16  C69 1.129
77 H -5.75 1.58 0.96  C69 0.985
78 H -6.63 3.69 -0.07  C70 1.126
79 H -4.32 4.84 -0.98  C71 1.189
80 H -3.73 3.18 -0.80  C71 1.101
81 H -2.37 3.84 1.49  C73 1.097
82 H -3.02 5.18 1.98  C73 0.953
83 H -2.68 4.89 0.33  C73 1.026
84 H -5.30 2.58 -2.42  N74 1.061
85 H -6.29 3.85 -2.68  N74 1.097
86 C -1.94 -3.74 -2.96  C87 1.483, H92 1.007, H93 1.101, H94 1.152
87 C -1.73 -2.54 -2.11  C86 1.483, C88 1.593, N91 1.531, H95 1.062
88 C -1.63 -2.92 -0.57  C87 1.593, O89 1.408, H96 1.109, H97 0.990
89 O -2.82 -3.53 -0.13  C88 1.408, C90 1.405
90 C -2.79 -3.99 1.20  O89 1.405, H98 0.979, H99 1.061, H100 1.067
91 N -0.41 -1.93 -2.58  C87 1.531, H101 0.926, H102 0.961
92 H -1.66 -3.73 -3.93  C86 1.007
93 H -2.97 -4.14 -2.86  C86 1.101
94 H -1.50 -4.69 -2.49  C86 1.152
95 H -2.65 -2.07 -2.36  C87 1.062
96 H -1.61 -1.90 -0.14  C88 1.109
97 H -0.80 -3.43 -0.37  C88 0.990
98 H -1.95 -4.49 1.22  C90 0.979
99 H -3.60 -4.64 1.39  C90 1.061
100 H -2.80 -3.28 2.00  C90 1.067
101 H -0.17 -1.35 -1.89  N91 0.926
102 H -0.76 -1.54 -3.39  N91 0.961
103 C -2.69 2.17 -4.44  O104 1.360, H105 1.274, H106 1.040, H107 1.095
104 O -3.44 3.22 -4.02  C103 1.360, H108 0.939
105 H -2.70 2.04 -5.71  C103 1.274
106 H -3.06 1.35 -3.92  C103 1.040
107 H -1.64 2.35 -4.20  C103 1.095
108 H -3.21 4.09 -4.29  O104 0.939
109 C 4.69 -2.88 0.48  O110 1.413, H111 0.996, H112 1.175, H113 1.129
110 O 3.33 -3.25 0.41  C109 1.413, H114 0.898
111 H 4.83 -2.18 -0.21  C109 0.996
112 H 5.30 -3.82 0.11  C109 1.175
113 H 4.87 -2.54 1.54  C109 1.129
114 H 3.04 -2.40 0.35  O110 0.898